DFT (ωB97M-V/def2-TZVPD) results for the ion C6H7Cl2NP with charge +1.

Cartesian coordinates (Å):
C: 0.70149 -1.25499 0.87358
C: -0.41034 -1.93660 0.45234
C: 1.10000 0.02358 0.44603
C: -1.64845 -1.73419 -0.13533
C: 0.49054 1.04551 -0.04836
C: -0.14993 2.28758 -0.35736
N: -1.96440 -0.49971 -0.24044
P: -3.46792 0.15165 -0.77473
Cl: -3.32772 1.71515 0.62555
Cl: -4.77699 -1.07411 0.10933
H: 1.35232 -1.91306 1.27824
H: -0.34208 -2.90561 0.94701
H: 2.13624 0.34866 0.37429
H: -2.29025 -2.68077 -0.27338
H: -0.45723 2.50435 -1.44825
H: -1.06244 2.28008 0.21588
H: 0.36849 3.22286 -0.19761

Computed properties:
**ΔE to the lowest compared entry with this formula, charge and spin**: 408.2 kJ/mol
**Lowest unoccupied orbital energy (alpha / beta)**: -5.9 / -5.9 eV
**2S+1**: 1
**Frontier orbital gap (alpha / beta)**: 7.26 / 7.26 eV
**HOMO level (alpha / beta)**: -13.14 / -13.14 eV
**Net charge**: +1
**Calculated total energy**: -1548.94907 hartree
**Max |F|**: 5.01 eV/Å

***

DFT (ωB97M-V/def2-TZVPD) results for the ion H2O2PS with charge -1.

Cartesian coordinates (Å):
O: 1.02588 -2.29997 -0.59810
P: 0.37016 -1.05181 -0.01066
S: 0.66622 1.47806 -0.46154
O: -0.65186 1.64145 0.63654
H: -0.70405 -0.60306 -0.71252
H: -0.70635 0.83533 1.14629

Computed properties:
**ΔE to the lowest compared entry with this formula, charge and spin**: 96.0 kJ/mol
**Lowest unoccupied orbital energy**: 4.0 eV
**2S+1**: 1
**Structure (SMILES)**: [O-]PSO
**Frontier orbital gap**: 7.18 eV
**HOMO level**: -3.22 eV
**Net charge**: -1
**Calculated total energy**: -891.23261 hartree
**Max |F|**: 2.57 eV/Å

***

DFT (ωB97M-V/def2-TZVPD) results for a structure of composition C6H4HgN5O5.

Cartesian coordinates (Å):
O: -0.00530 2.27754 -5.21160
C: -0.01722 2.10072 -4.08355
Hg: 0.11534 0.63840 -0.42790
C: 0.14935 0.34004 2.04498
O: -0.03779 0.57248 3.17229
C: -0.04192 -2.29324 -0.08002
O: 0.01928 -3.42778 0.00789
C: 2.58167 0.12568 0.03960
O: 3.55388 -0.18449 -0.47618
C: -2.60424 0.07870 -0.21904
O: -3.64358 -0.22355 -0.58806
H: 0.04022 -0.11832 -1.94732
N: 4.02768 -0.93743 3.90815
N: 3.11377 -1.37506 2.98350
N: 2.35177 -2.47345 3.37174
C: 1.27427 -2.25670 2.64518
N: 1.28488 -1.14016 1.85397
N: 2.43929 -0.52323 2.17866
H: 4.65328 -0.19006 3.56947
H: 4.39915 -1.65991 4.51533
H: 0.46024 -2.94309 2.64401

Computed properties:
**ΔE to the lowest compared entry with this formula, charge and spin**: 245.9 kJ/mol
**Lowest unoccupied orbital energy**: -4.8 eV
**2S+1**: 1
**Frontier orbital gap**: 8.86 eV
**HOMO level**: -13.70 eV
**Net charge**: +1
**Calculated total energy**: -1033.96209 hartree
**Max |F|**: 4.55 eV/Å

***

DFT (ωB97M-V/def2-TZVPD) results for a cluster of 2 separate species, C2H6N3O in total.

Cartesian coordinates (Å):
C: -0.11691 0.09337 -0.99942
C: 1.57169 -0.15538 1.46774
N: 0.38076 -0.31634 1.15363
N: -1.43243 -0.08704 -0.85353
N: 2.77394 -0.36567 1.52288
O: 0.54644 1.20021 -1.06336
H: 0.45240 -0.75420 -1.36196
H: -2.03748 0.70541 -0.89902
H: -0.08710 -0.58306 2.03296
H: -1.73449 -1.08354 -0.99164
H: 3.58709 0.13290 1.92659
H: 0.13832 2.05260 -0.85723

Computed properties:
**ΔE to the lowest compared entry with this formula, charge and spin**: 218.5 kJ/mol
**Lowest unoccupied orbital energy**: -3.8 eV
**2S+1**: 1
**Frontier orbital gap**: 10.55 eV
**HOMO level**: -14.37 eV
**Net charge**: +1
**Calculated total energy**: -319.01913 hartree
**Max |F|**: 3.71 eV/Å

***

DFT (ωB97M-V/def2-TZVPD) results for a structure of composition C12H4Cl5O7S2Tc.

Cartesian coordinates (Å):
Tc: -0.43835 -0.13943 -0.60154
O: 0.34165 -0.17383 1.35896
S: 1.76075 0.04317 0.85576
O: 2.73175 -0.69863 1.56716
O: 1.57245 -0.26183 -0.59284
C: 2.24405 1.76137 0.83706
C: 3.24645 2.09717 1.73406
C: 3.77355 3.37807 1.74476
C: 3.28485 4.32327 0.85796
C: 2.30275 3.97567 -0.05844
C: 1.79925 2.68407 -0.10214
S: 0.37455 2.45677 -1.20144
O: -0.00905 3.74987 -1.64274
O: 0.47845 1.44247 -2.25374
O: -0.57335 1.81837 -0.20684
H: 3.60005 1.33327 2.40836
H: 4.55655 3.63277 2.44176
H: 3.66345 5.33367 0.87516
H: 1.90315 4.69997 -0.75184
Cl: -5.79185 -4.86613 -0.53964
C: -4.28435 -4.08973 -0.55984
C: -4.22215 -2.68203 -0.56514
Cl: -5.63725 -1.74693 -0.51324
C: -2.97895 -2.06593 -0.61914
Cl: -2.76185 -0.35153 -0.56424
C: -1.75985 -2.79313 -0.70924
O: -0.64665 -2.16113 -0.82764
C: -1.84625 -4.21453 -0.64654
Cl: -0.40755 -5.10653 -0.62574
C: -3.09615 -4.84333 -0.57784
Cl: -3.17995 -6.53543 -0.52124

Computed properties:
**Lowest unoccupied orbital energy (alpha / beta)**: -6.7 / -6.7 eV
**2S+1**: 4
**Frontier orbital gap (alpha / beta)**: 5.36 / 5.34 eV
**HOMO level (alpha / beta)**: -12.09 / -12.02 eV
**Net charge**: +1
**Calculated total energy**: -4164.18048 hartree
**Max |F|**: 3.12 eV/Å

***

DFT (ωB97M-V/def2-TZVPD) results for a cluster of 2 separate species, C30H29N2O in total.

Cartesian coordinates (Å):
C: 3.12807 -3.02288 -2.75962
C: 2.43772 -4.23880 -2.66678
C: 1.04511 -4.25862 -2.52626
C: 0.35153 -3.04682 -2.45071
C: -1.13162 -2.99082 -2.33437
N: -1.69730 -1.96598 -1.75789
C: -3.06985 -1.71636 -2.24470
C: -3.94082 -2.95925 -2.23393
C: -3.27360 -4.14405 -2.91903
N: -1.82416 -4.00958 -2.91427
C: 1.04120 -1.83338 -2.48296
C: 2.42116 -1.81785 -2.68515
H: 4.21397 -3.01376 -2.86117
H: 2.98878 -5.17463 -2.71044
H: 0.51409 -5.20438 -2.42017
H: -3.45329 -0.92182 -1.59796
H: -3.05521 -1.34728 -3.29078
H: -4.18046 -3.20523 -1.20249
H: -4.87936 -2.76282 -2.74486
H: -3.52835 -5.07600 -2.40044
H: -3.62020 -4.22310 -3.95575
H: -1.29060 -4.70096 -3.41348
H: 0.47163 -0.92355 -2.31710
H: 2.93530 -0.86316 -2.78554
C: -2.99128 -0.82595 6.41451
C: -2.11011 -0.67276 5.21815
C: -1.65953 -1.83157 4.56438
C: -1.03809 -1.75696 3.34103
C: -0.84141 -0.49965 2.69040
C: -0.37497 -0.50550 1.35191
C: 0.09415 0.63913 0.65640
C: -0.54387 1.90500 0.72575
C: -0.07595 2.97775 -0.01230
C: 1.04194 2.80266 -0.83542
O: 1.47864 3.82554 -1.68171
C: 2.33422 4.78489 -1.12514
C: 3.63928 4.83211 -1.62406
C: 4.56519 5.64418 -0.97697
C: 4.14455 6.47931 0.06216
C: 2.82320 6.46035 0.51849
C: 1.90199 5.58675 -0.06635
C: 1.71759 1.57816 -0.89992
C: 1.24964 0.51690 -0.15743
C: -1.07709 0.67080 3.49480
C: -1.71576 0.57907 4.72242
H: -3.52842 0.10088 6.65398
H: -3.73844 -1.60137 6.19081
H: -2.43589 -1.15631 7.30671
H: -1.85262 -2.79439 5.03583
H: -0.68029 -2.66170 2.84905
H: -0.30746 -1.46876 0.85492
H: -1.43157 2.02404 1.34882
H: -0.55635 3.95627 0.04199
H: 3.91069 4.20611 -2.47289
H: 5.60173 5.65438 -1.31768
H: 4.85062 7.16275 0.52412
H: 2.47958 7.12433 1.31400
H: 0.87419 5.50443 0.28456
H: 2.57886 1.48889 -1.55360
H: 1.77215 -0.43484 -0.18792
H: -0.75916 1.64367 3.12641
H: -1.94371 1.48248 5.29555

Computed properties:
**ΔE to the lowest compared entry with this formula, charge and spin**: 206.4 kJ/mol
**Lowest unoccupied orbital energy**: -5.3 eV
**2S+1**: 1
**Frontier orbital gap**: 5.21 eV
**HOMO level**: -10.54 eV
**Net charge**: +1
**Calculated total energy**: -1345.05315 hartree
**Max |F|**: 1.49 eV/Å

***

DFT (ωB97M-V/def2-TZVPD) results for a structure of composition C5H6CuO4.

Cartesian coordinates (Å):
O: 2.87919 1.19889 -0.86961
C: 2.23275 0.49035 -0.06136
O: 2.78387 -0.13534 0.87782
O: 0.90718 0.41360 -0.24049
C: 0.14854 -0.27990 0.73287
C: -1.32968 -0.19407 0.31937
Cu: 4.38182 0.65286 0.19333
H: 0.30433 0.15059 1.72911
H: 0.40847 -1.34600 0.75289
H: -1.95118 -0.59524 1.14053
H: -1.42107 -1.87212 -1.00290
C: -1.71488 1.22341 0.18368
C: -1.69196 -0.81027 -1.04268
O: -2.01350 2.29719 0.14169
H: -2.81166 -0.82311 -0.99313
H: -1.11220 -0.37085 -1.86113

Computed properties:
**ΔE to the lowest compared entry with this formula, charge and spin**: 14.4 kJ/mol
**Lowest unoccupied orbital energy (alpha / beta)**: -5.4 / -5.4 eV
**2S+1**: 3
**Frontier orbital gap (alpha / beta)**: 4.38 / 9.81 eV
**HOMO level (alpha / beta)**: -9.77 / -15.21 eV
**Net charge**: +1
**Calculated total energy**: -2135.16438 hartree
**Max |F|**: 2.66 eV/Å

***

DFT (ωB97M-V/def2-TZVPD) results for a structure of composition C68H81GeN3O6Sc.

Cartesian coordinates (Å):
Sc: -0.61568 0.95641 -0.84117
C: -2.17511 -0.92018 -3.23236
O: -1.66679 -0.76946 -1.90059
C: -1.83421 -1.89496 -1.07369
C: -0.81749 -2.83804 -0.98471
C: 0.47193 -2.74922 -1.77838
C: 1.68370 -2.43893 -0.92638
C: 2.76745 -3.29829 -0.80255
C: 3.89170 -2.96464 -0.05130
C: 3.89618 -1.72069 0.58046
C: 2.83227 -0.83977 0.48267
C: 2.81488 0.51303 1.15921
C: 1.70427 0.61848 2.18464
C: 1.76639 -0.17104 3.31935
C: 0.74717 -0.19020 4.26804
C: -0.35291 0.62403 4.04639
C: -0.46337 1.43743 2.92125
C: -1.73747 2.24199 2.73121
C: -2.93726 1.35009 2.51731
C: -3.96131 1.20401 3.43571
C: -5.05645 0.37051 3.19940
C: -5.09164 -0.31244 1.98742
C: -4.08094 -0.18665 1.04186
C: -4.07800 -0.93211 -0.27470
C: -2.98668 -1.98758 -0.29632
C: -3.10860 -3.07054 0.55894
C: -2.12175 -4.04386 0.68054
C: -0.98292 -3.90042 -0.09965
C: -2.32141 -5.19678 1.66241
C: -2.49640 -4.62721 3.07770
C: -1.13110 -6.15624 1.67351
C: -3.57874 -5.98628 1.27384
C: -2.99420 0.64399 1.31187
O: -2.01884 0.76732 0.43233
C: -6.15010 0.24037 4.25938
C: -6.77559 1.61730 4.52530
C: -5.53724 -0.29855 5.55993
C: -7.26493 -0.71265 3.82826
C: 0.57968 1.42158 2.00529
O: 0.46895 2.15764 0.81185
C: 0.78421 3.54476 0.92905
C: 0.87006 -1.11182 5.48026
C: 2.11713 -0.72911 6.28833
C: 1.00346 -2.56291 4.99581
C: -0.35009 -1.02052 6.39700
C: 1.71206 -1.20369 -0.27484
O: 0.69555 -0.37681 -0.39616
C: 5.09578 -3.89365 0.10025
C: 6.35021 -3.20572 -0.45628
C: 4.90529 -5.21412 -0.64743
C: 5.31143 -4.21378 1.58648
H: -1.67226 -1.75117 -3.73054
H: -1.98921 0.01500 -3.75919
H: -3.24827 -1.11619 -3.19869
H: 0.38589 -1.97257 -2.53781
H: 0.62714 -3.69858 -2.29615
H: 2.72196 -4.24838 -1.32065
H: 4.75709 -1.42077 1.17071
H: 2.68161 1.29936 0.41082
H: 3.77366 0.69047 1.65159
H: 2.63274 -0.81284 3.43901
H: -1.18393 0.62392 4.74055
H: -1.65173 2.89703 1.86328
H: -1.89603 2.86787 3.61248
H: -3.89933 1.76207 4.36507
H: -5.92505 -0.96437 1.75390
H: -3.93275 -0.21837 -1.08722
H: -5.04436 -1.41711 -0.42533
H: -4.00210 -3.12416 1.17199
H: -0.17261 -4.61527 -0.02777
H: -1.60923 -4.06506 3.37257
H: -2.64529 -5.43812 3.79473
H: -3.35354 -3.95542 3.13975
H: -0.21215 -5.64863 1.97382
H: -0.97292 -6.60948 0.69288
H: -1.31873 -6.96032 2.38737
H: -4.46898 -5.35640 1.29632
H: -3.73347 -6.81408 1.96960
H: -3.48058 -6.39677 0.26686
H: -6.03155 2.33299 4.87711
H: -7.55642 1.54144 5.28614
H: -7.22145 2.01650 3.61226
H: -4.76126 0.36700 5.94102
H: -5.08718 -1.27899 5.39121
H: -6.30457 -0.39897 6.33157
H: -7.76327 -0.36408 2.92160
H: -8.01490 -0.77499 4.61905
H: -6.88414 -1.72020 3.64918
H: 0.29374 3.97630 1.80188
H: 0.43105 4.02870 0.02219
H: 1.86506 3.67734 1.02759
H: 3.02519 -0.82287 5.69120
H: 2.21677 -1.38322 7.15761
H: 2.04867 0.30230 6.64016
H: 1.88524 -2.69952 4.36843
H: 0.12880 -2.84784 4.40971
H: 1.08442 -3.23963 5.84969
H: -0.48099 -0.01045 6.79036
H: -0.21926 -1.69451 7.24551
H: -1.26435 -1.31199 5.87572
H: 6.21854 -2.97200 -1.51490
H: 7.22105 -3.85770 -0.35336
H: 6.56220 -2.27470 0.07162
H: 4.78150 -5.05385 -1.72030
H: 4.03750 -5.76272 -0.27609
H: 5.78491 -5.84447 -0.50363
H: 5.49383 -3.30917 2.16837
H: 6.17157 -4.87567 1.71385
H: 4.43111 -4.70881 2.00139
N: -2.88879 3.91840 -0.92422
C: -3.13783 3.51849 -2.30510
C: -1.98251 2.72898 -2.92917
O: -2.05628 2.37249 -4.08871
O: -0.97628 2.48634 -2.13343
H: -3.72403 4.30371 -0.50273
H: -2.17046 4.63093 -0.88867
H: -3.35642 4.34618 -2.98909
H: -4.00797 2.85945 -2.33048
C: 1.05778 5.87670 -1.77023
Ge: 1.51826 4.28998 -2.85539
C: 3.47771 4.10208 -2.86315
C: 4.25019 4.35316 -3.99652
C: 5.62380 4.14424 -3.97845
C: 6.24663 3.67887 -2.82788
C: 5.49122 3.43111 -1.68812
C: 4.11935 3.64005 -1.71251
C: 0.71717 4.53925 -4.61931
C: -0.22410 5.53371 -4.73169
C: -0.90640 5.77554 -5.94261
C: -0.63150 5.01841 -7.04169
C: 0.32670 3.97790 -6.97814
C: 0.62463 3.18771 -8.11419
C: 1.54188 2.17956 -8.04612
C: 2.19388 1.90492 -6.82626
C: 1.92289 2.64826 -5.71278
C: 0.99556 3.71808 -5.75352
H: 1.27694 6.78905 -2.32785
H: 1.65619 5.88560 -0.85920
H: 0.00098 5.87596 -1.49994
H: 3.77667 4.70799 -4.90494
H: 6.20901 4.34368 -4.86763
H: 7.31619 3.51310 -2.81832
H: 5.96938 3.07463 -0.78377
H: 3.53738 3.44378 -0.81484
H: -0.45769 6.16000 -3.87866
H: -1.64397 6.56659 -5.99036
H: -1.14373 5.19719 -7.97977
H: 0.10635 3.40115 -9.04195
H: 1.76535 1.58417 -8.92215
H: 2.90543 1.09147 -6.76730
H: 2.41695 2.41212 -4.77818
N: 2.57199 0.65496 -2.59456
C: 3.33419 -0.08503 -3.42134
C: 2.49309 -0.57204 -4.39275
C: 1.22911 -0.05214 -4.05945
N: 1.28227 0.68477 -2.96069
H: 2.87582 1.17358 -1.78852
H: 4.39061 -0.20787 -3.25278
H: 2.75182 -1.20374 -5.22453
H: 0.29270 -0.16134 -4.58322

Computed properties:
**ΔE to the lowest compared entry with this formula, charge and spin**: 74.2 kJ/mol
**Lowest unoccupied orbital energy (alpha / beta)**: 0.4 / -0.5 eV
**2S+1**: 2
**Frontier orbital gap (alpha / beta)**: 7.23 / 6.87 eV
**HOMO level (alpha / beta)**: -6.79 / -7.38 eV
**Net charge**: 0
**Calculated total energy**: -6093.38859 hartree
**Max |F|**: 0.38 eV/Å